Version a
{"formula": "CH5NO3S", "method": "ωB97M-V with the def2-TZVPD basis set", "symbols": ["C", "N", "O", "O", "O", "S", "H", "H", "H", "H", "H"], "xyz": [[-1.115, 0.539, -0.783], [0.342, -1.177, 0.861], [2.396, -0.281, -0.419], [1.043, 1.634, 1.124], [0.174, 0.295, -1.244], [1.132, 0.076, 0.032], [-1.764, 1.179, -1.557], [-1.198, 0.957, 0.251], [-1.731, -0.313, -0.809], [-0.172, -0.937, 1.687], [0.892, -1.972, 0.857]], "e_lumo_ha": 0.0081, "homo_energy_ha": -0.372}

=====

Version b
{"formula": "CH5NO3S", "method": "ωB97M-V with the def2-TZVPD basis set", "symbols": ["C", "O", "S", "N", "O", "O", "H", "H", "H", "H", "H"], "xyz": [[0.642, -1.536, 0.290], [-0.653, -0.903, 0.191], [-0.517, 0.650, 0.387], [-0.218, 1.293, -1.127], [-1.768, 1.037, 0.990], [0.837, 1.069, 1.126], [0.359, -2.507, 0.771], [1.294, -0.843, 0.859], [0.962, -1.884, -0.743], [-1.023, 1.284, -1.717], [0.087, 2.339, -1.028]], "e_lumo_ha": 0.0159, "homo_energy_ha": -0.396, "smiles": "COS(N)(=O)=O"}

=====

Referenced to the most stable arrangement, the calculated values in kcal/mol are version a 56.8; version b 0.0.